Formula: C23H55BFNO
Source: the OMol25 dataset
Level of theory: ωB97M-V/def2-TZVPD

Element x y z (Å)
C 3.3443 -0.6674 1.6022
O 3.1975 -0.3732 2.9698
C 2.9139 1.0086 3.2250
B 1.4571 1.4342 2.7257
N 1.3548 2.2968 1.6273
C 0.1580 0.9061 3.4518
C -0.2807 -0.4878 2.9336
C -1.5885 -0.4928 2.1631
F -2.6694 -0.7121 3.0310
H 3.7879 0.1788 1.0622
H 4.0135 -1.5205 1.5077
H 2.3887 -0.9110 1.1222
H 3.7192 1.6288 2.8022
H 2.9674 1.1173 4.3112
H 2.1491 2.5098 1.0454
H 0.4739 2.4709 1.1692
H 0.3319 0.8500 4.5278
H -0.6691 1.6118 3.3156
H -0.4071 -1.1792 3.7662
H 0.4871 -0.9343 2.2969
H -1.6003 -1.2794 1.4038
H -1.7692 0.4699 1.6740
C -0.2786 -2.3028 -1.4433
C -1.1167 -3.3516 -0.7184
C -1.3494 -4.6223 -1.5337
C -2.1002 -4.4056 -2.8491
C -3.4608 -3.7273 -2.7023
C -4.4549 -4.5167 -1.8582
H -0.7581 -1.9614 -2.3621
H -0.1157 -1.4243 -0.8152
H 0.7011 -2.7071 -1.7083
H -2.0778 -2.9160 -0.4292
H -0.6176 -3.6241 0.2159
H -1.8898 -5.3446 -0.9164
H -0.3816 -5.0824 -1.7572
H -2.2375 -5.3766 -3.3353
H -1.4818 -3.8145 -3.5301
H -3.8809 -3.5713 -3.6999
H -3.3322 -2.7284 -2.2747
H -4.6269 -5.5073 -2.2853
H -5.4173 -4.0066 -1.8017
H -4.0981 -4.6543 -0.8361
C 9.8456 4.1614 4.5349
C 8.5563 4.8710 4.9336
C 7.5124 3.9422 5.5520
C 7.0371 2.8111 4.6382
C 6.4555 3.2691 3.3018
C 5.2269 4.1600 3.4466
H 9.6671 3.3959 3.7780
H 10.5734 4.8627 4.1252
H 10.3028 3.6721 5.3979
H 8.1330 5.3758 4.0602
H 8.7871 5.6611 5.6527
H 6.6540 4.5378 5.8741
H 7.9282 3.4990 6.4626
H 6.2784 2.2292 5.1714
H 7.8635 2.1214 4.4478
H 6.1911 2.3812 2.7202
H 7.2201 3.7919 2.7200
H 4.4412 3.6437 4.0032
H 4.8201 4.4360 2.4723
H 5.4539 5.0852 3.9784
C -4.1590 -0.2736 -4.6482
C -5.4644 0.5078 -4.5557
C -6.6373 -0.3358 -4.0572
C -6.9772 -1.5443 -4.9316
C -7.2853 -1.2137 -6.3911
C -8.4862 -0.2912 -6.5675
H -4.2343 -1.1002 -5.3568
H -3.3330 0.3610 -4.9717
H -3.8975 -0.6972 -3.6755
H -5.7021 0.9406 -5.5318
H -5.3335 1.3540 -3.8763
H -7.5179 0.3038 -3.9551
H -6.4088 -0.6950 -3.0483
H -7.8406 -2.0560 -4.4942
H -6.1540 -2.2636 -4.8964
H -7.4663 -2.1484 -6.9280
H -6.4070 -0.7629 -6.8624
H -9.3837 -0.7330 -6.1284
H -8.6895 -0.1027 -7.6222
H -8.3257 0.6755 -6.0875

Computed properties:
Relative energy (zero: lowest compared OMol25 entry of this formula, charge and spin) (kcal/mol): 2.2
SMILES: COCB(N)CCCF.CCCCCC.CCCCCC.CCCCCC
2S+1: 1
HOMO (eV): -9.36
LUMO (eV): 0.422
Gap between HOMO and LUMO (eV): 9.78